{"formula": "C28H34Br2N6OPt", "method": "ωB97M-V/def2-TZVPD", "homo_energy_ev": [-13.3, -13.3], "e_above_lowest_ev": 0.683, "total_charge": 2, "orbital_gap_ev": [5.08, 5.08], "symbols": ["Pt", "N", "C", "N", "C", "N", "N", "C", "N", "C", "C", "C", "C", "C", "N", "H", "H", "H", "H", "H", "H", "H", "H", "Br", "C", "Br", "H", "H", "C", "C", "C", "C", "C", "C", "C", "C", "C", "C", "C", "C", "O", "H", "H", "H", "H", "H", "H", "H", "H", "H", "H", "H", "H", "H", "H", "H", "H", "H", "C", "C", "C", "C", "C", "C", "C", "H", "H", "H", "H", "H", "H", "H"], "positions_angstrom": [[0.219, -0.122, -0.026], [-0.917, -0.919, 3.095], [0.366, -1.231, 2.926], [1.003, -1.776, 3.947], [2.297, -2.038, 3.780], [2.967, -2.613, 4.762], [2.994, -1.740, 2.645], [2.300, -1.203, 1.695], [0.975, -0.935, 1.734], [3.007, -0.822, 0.452], [4.378, -0.914, 0.337], [4.970, -0.526, -0.860], [4.172, -0.072, -1.895], [2.801, -0.007, -1.708], [2.245, -0.375, -0.561], [-1.349, -1.222, 3.955], [-1.509, -0.672, 2.318], [2.499, -2.842, 5.624], [3.948, -2.808, 4.654], [4.953, -1.282, 1.173], [6.044, -0.580, -0.978], [4.594, 0.234, -2.841], [2.134, 0.336, -2.494], [-3.716, 0.588, -1.060], [-4.339, -1.089, -0.375], [-2.937, -2.066, 0.538], [-4.677, -1.709, -1.195], [-5.121, -0.903, 0.348], [1.170, 2.895, -2.676], [0.203, 2.376, -3.739], [-1.272, 2.649, -3.426], [0.422, 0.913, -4.049], [0.923, 0.562, -5.288], [1.099, -0.764, -5.646], [0.729, -1.774, -4.773], [0.203, -1.500, -3.523], [-0.333, -2.677, -2.731], [-1.863, -2.657, -2.805], [0.175, -2.856, -1.304], [0.089, -0.125, -3.115], [-0.345, 0.203, -1.908], [1.051, 3.972, -2.541], [2.206, 2.721, -2.973], [1.001, 2.405, -1.718], [0.440, 2.918, -4.657], [-1.564, 2.210, -2.476], [-1.912, 2.227, -4.202], [-1.459, 3.725, -3.392], [1.179, 1.342, -5.995], [1.500, -1.012, -6.620], [0.830, -2.805, -5.089], [0.012, -3.559, -3.276], [-2.252, -1.725, -2.390], [-2.286, -3.493, -2.247], [-2.196, -2.731, -3.840], [-0.311, -2.152, -0.609], [1.259, -2.759, -1.235], [-0.098, -3.848, -0.940], [0.517, 1.738, 0.884], [-0.815, 2.308, 1.000], [-1.593, 2.091, 2.154], [-2.842, 2.664, 2.273], [-3.335, 3.470, 1.250], [-2.569, 3.716, 0.114], [-1.324, 3.140, -0.012], [1.002, 1.535, 1.835], [1.188, 2.238, 0.191], [-1.187, 1.510, 2.968], [-3.428, 2.509, 3.170], [-4.314, 3.923, 1.347], [-2.944, 4.371, -0.661], [-0.714, 3.361, -0.875]], "forces_ev_per_angstrom": [[1.57, -0.34, -1.57], [-0.05, -0.11, -0.07], [0.10, 0.03, 0.06], [-0.05, -0.03, 0.02], [0.03, 0.01, -0.03], [0.00, 0.02, -0.01], [0.08, -0.02, 0.03], [0.05, 0.01, 0.02], [-0.47, 0.15, 0.26], [0.07, -0.09, 0.11], [-0.04, -0.01, -0.11], [0.01, 0.01, -0.05], [0.07, -0.09, 0.09], [-0.24, 0.10, -0.19], [-0.41, 0.19, 0.66], [-0.01, -0.02, -0.01], [-0.03, -0.06, -0.01], [-0.01, -0.01, 0.00], [0.00, 0.00, 0.01], [-0.03, -0.01, 0.01], [0.00, 0.00, 0.00], [-0.03, 0.01, -0.01], [0.12, -0.03, 0.02], [-0.03, -0.01, 0.01], [0.00, 0.00, 0.01], [-0.05, 0.06, 0.16], [0.02, 0.01, -0.02], [-0.02, -0.01, 0.00], [-0.03, 0.07, -0.03], [-0.08, -0.06, -0.05], [0.04, 0.17, -0.02], [-0.05, -0.19, 0.60], [0.03, -0.04, -0.15], [0.06, -0.02, -0.09], [0.03, 0.02, -0.08], [0.02, 0.47, 0.39], [-0.05, 0.11, -0.15], [-0.02, -0.05, 0.06], [0.08, 0.01, -0.07], [0.69, -0.58, -0.86], [-1.33, 0.49, 1.08], [-0.02, -0.01, 0.04], [0.00, 0.03, -0.01], [0.02, -0.01, -0.08], [-0.01, -0.04, -0.03], [-0.03, -0.07, -0.03], [0.02, 0.02, -0.01], [0.00, -0.01, 0.02], [-0.03, 0.02, 0.02], [0.00, 0.00, 0.01], [-0.02, 0.00, 0.03], [-0.03, -0.03, 0.03], [0.00, 0.02, 0.00], [-0.02, -0.01, -0.02], [0.01, 0.01, 0.00], [-0.08, -0.10, 0.00], [0.02, -0.02, -0.01], [-0.02, 0.03, 0.07], [0.22, 0.35, 0.09], [-0.02, -0.35, -0.18], [-0.06, 0.04, 0.00], [-0.03, 0.00, 0.01], [0.04, -0.05, 0.01], [0.01, 0.06, -0.01], [-0.01, 0.08, -0.04], [0.00, -0.10, -0.02], [-0.04, 0.04, 0.05], [0.03, -0.01, 0.04], [0.00, 0.00, -0.01], [0.01, 0.01, 0.01], [0.00, -0.01, 0.00], [0.00, -0.03, 0.00]]}